The following is a DFT calculation (ωB97M-V/def2-TZVPD) of a gas-phase ion, C27H36N3O3 (charge +1) at a distorted geometry.

Positions of all 69 atoms, in Å:
H: 1.405 1.629 0.093
C: 3.395 -2.015 -3.159
H: 2.782 -2.770 -6.423
C: 1.994 2.371 0.647
H: 0.516 -5.732 -0.900
H: 1.234 3.557 3.781
C: 1.375 1.130 4.196
C: 0.878 -2.810 0.857
C: 3.332 -2.683 -5.484
H: 0.421 -5.632 0.888
H: 5.226 -2.399 -2.094
H: 0.638 -0.692 2.421
C: 0.269 1.430 6.759
C: 4.641 -3.173 -5.375
H: 3.053 2.082 0.634
O: 2.412 4.743 0.875
H: 2.214 3.839 -0.922
H: -1.231 -3.080 1.200
C: 1.908 1.087 2.760
H: 0.532 2.406 2.042
H: -0.850 -2.100 -0.254
C: 2.159 1.603 5.258
C: 2.198 -0.686 0.983
H: 6.346 -3.450 -4.061
O: -0.260 1.737 7.974
H: -2.315 1.388 7.594
C: 2.080 -3.752 -0.981
N: 1.872 -1.850 0.354
C: -0.571 -2.304 0.790
C: -1.536 1.156 8.333
H: -0.815 -4.833 -0.113
C: 5.329 -3.068 -4.159
C: 2.697 -2.373 -0.732
H: -1.454 0.374 5.934
H: 1.645 -1.211 -2.202
C: 2.721 -2.083 -4.382
H: 2.160 2.327 7.297
C: 4.708 -2.481 -3.053
H: 1.408 -2.411 2.936
C: 2.693 -1.442 -1.950
C: 1.754 3.759 0.077
H: 2.396 5.616 2.695
H: 2.131 -3.888 2.260
H: 0.391 -3.853 2.692
H: 3.122 -0.210 0.613
C: 1.224 -3.269 2.284
H: 5.123 -3.636 -6.237
O: 2.449 -4.591 -1.798
H: -1.779 1.616 9.290
H: -1.443 0.066 8.449
H: 1.702 -1.690 -4.441
H: 2.943 3.348 3.316
N: 1.042 -3.893 -0.103
C: 0.059 0.740 4.444
H: 0.659 3.933 0.032
H: 3.009 1.110 2.794
H: -0.719 -1.390 1.368
H: 0.754 5.107 2.100
H: 3.178 -0.500 -1.643
H: 3.211 1.849 5.084
N: 1.550 2.327 2.092
C: 1.825 4.834 2.171
H: 3.743 -2.513 -0.390
C: 1.478 -0.145 2.002
C: 1.602 1.833 6.502
H: -0.587 0.382 3.637
C: -0.463 0.782 5.737
C: 1.930 3.525 2.938
C: 0.247 -5.095 -0.054

Calculated values
* E_HOMO: -10.7 eV
* charge: +1
* structure (SMILES): COc1ccc([C@@H](/C=C/N2[C@H](Cc3ccccc3)C(=O)N(C)C2(C)C)[NH+]2CCOCC2)cc1



The following is a DFT calculation (ωB97M-V/def2-TZVPD) of 6 unconnected molecules or ions with the total composition C24H48O6 at a distorted geometry.

Positions of all 78 atoms, in Å:
H: -1.234 1.130 -0.070
C: -1.417 -0.948 -4.524
C: 0.277 -4.493 -1.101
H: -4.194 -1.132 -3.276
H: -0.856 6.526 -0.781
H: 1.816 7.976 -0.331
C: -2.866 -3.682 3.781
C: 0.429 1.745 1.328
C: 3.947 3.104 -0.667
C: -3.226 -0.702 -3.019
C: -0.332 6.893 1.229
H: -1.786 -3.142 0.912
H: 0.516 2.540 0.587
H: 4.543 0.990 -0.905
H: -1.578 -3.162 6.196
H: -0.459 -4.164 1.469
H: -1.317 6.816 1.690
C: 4.930 1.988 -1.110
C: -0.800 0.926 0.909
H: 2.433 6.222 0.973
H: -3.324 -0.046 -4.948
C: 4.979 2.129 -2.578
C: -2.542 -0.042 -4.189
H: -3.044 -4.191 2.834
C: 1.178 -0.396 0.524
H: 0.548 -4.118 -2.088
C: -0.306 -0.486 0.894
H: -0.494 -0.499 -4.891
H: 3.216 2.799 0.082
H: 5.291 1.186 -3.026
H: -3.494 0.027 -2.255
O: 1.490 0.874 0.972
O: -3.519 -4.211 4.975
H: -1.506 -5.227 -2.112
C: 1.223 7.078 -0.504
C: -1.384 -4.056 5.602
H: -3.253 -2.670 3.662
O: -0.197 -3.432 -0.296
H: -1.802 -5.862 0.744
H: 3.803 3.183 -3.815
C: -1.082 -3.917 0.610
H: 5.908 1.969 -0.630
H: 4.552 3.977 -0.422
H: 0.524 2.076 2.362
C: 3.578 2.550 -2.956
H: 1.710 4.983 -0.171
H: -0.508 -2.554 -3.272
C: -2.578 -4.935 5.710
C: -0.304 7.256 -0.189
H: 5.727 2.905 -2.738
C: -1.148 -1.674 -3.208
H: -0.401 -4.385 5.938
H: 1.895 -1.108 0.934
O: 0.497 5.797 1.331
H: 1.332 -0.515 -0.548
H: -0.541 -6.441 -1.148
O: -2.470 -1.831 -2.693
C: -1.793 -5.080 -0.016
H: -2.449 -5.939 5.305
H: -0.649 8.261 -0.435
H: -0.751 -1.021 -2.431
H: -0.500 -1.030 1.818
C: -0.922 -5.422 -1.212
O: 3.146 3.264 -1.784
H: 2.866 1.777 -3.244
H: 1.159 -5.005 -0.716
H: -0.957 -2.844 3.765
C: -1.357 -3.798 4.108
H: -2.852 -5.024 -0.266
H: -0.810 -1.001 0.076
H: 1.320 6.663 -1.508
H: -1.673 1.125 1.531
H: -2.873 -4.939 6.759
H: -1.723 -1.629 -5.318
H: 0.065 7.787 1.710
H: -2.292 0.994 -3.960
C: 1.561 5.897 0.405
H: -0.894 -4.659 3.626

Calculated values
* E_HOMO: -9.1 eV
* structure (SMILES): C1CCOC1.C1CCOC1.C1CCOC1.C1CCOC1.C1CCOC1.C1CCOC1



The following is a DFT calculation (ωB97M-V/def2-TZVPD) of a molecular structure, C30H24Cl3F10GeN6OOs.

Positions of all 76 atoms, in Å:
C: -2.320 1.045 -0.858
Ge: 4.561 -0.683 -0.170
C: 2.338 -1.852 -3.225
C: -0.551 -0.919 -1.491
C: 2.654 -0.254 -4.938
F: 2.800 0.991 -5.394
F: 1.406 -2.141 0.452
H: -4.034 -1.532 5.641
C: -0.945 1.196 -0.721
C: 2.559 -0.519 -3.568
N: -0.063 0.245 -1.037
C: 1.780 3.234 -0.747
C: 0.920 -1.761 1.646
H: 1.290 3.098 -1.709
N: -5.171 1.080 0.247
C: -4.555 -1.302 3.590
C: -4.488 2.214 -0.328
C: 1.145 -0.448 2.069
Cl: 5.278 -1.849 -1.831
N: 1.857 0.411 1.236
N: -3.129 2.148 -0.498
C: -3.726 0.449 2.121
N: 2.809 2.194 -0.530
N: 2.706 0.410 -2.529
Cl: 6.284 0.543 0.312
C: 3.326 2.334 0.871
H: 1.052 3.210 0.057
C: 3.330 1.712 -2.867
H: 2.575 2.345 -3.340
C: -3.577 -0.340 3.219
H: -2.998 1.209 1.885
H: -3.546 -2.857 4.611
F: 0.638 1.122 3.800
C: -5.714 -1.428 2.790
H: -2.234 -2.094 -2.072
C: 2.563 -1.265 -5.880
H: 4.143 1.610 -3.583
C: -0.328 -2.336 3.594
C: -1.903 -1.144 -1.675
F: 0.037 -3.917 1.889
H: -5.250 -2.699 5.063
H: -2.774 3.057 -0.767
C: -5.894 -0.644 1.694
H: -2.707 -0.219 3.854
H: -6.469 -2.152 3.068
C: 0.573 -0.121 3.304
C: 3.856 2.344 -1.594
H: -3.865 -0.295 -1.559
H: 4.290 1.838 0.921
H: 2.266 4.210 -0.730
H: -6.789 -0.731 1.091
C: 2.320 1.693 1.812
C: -2.810 -0.147 -1.373
C: -4.356 -2.142 4.794
C: -4.901 0.316 1.320
O: -5.155 3.161 -0.619
H: 4.103 3.396 -1.753
Cl: 4.419 -2.026 1.504
H: -6.129 1.061 -0.090
F: 2.052 -4.120 -3.730
H: 3.475 3.387 1.123
H: -0.556 2.119 -0.326
H: 0.163 -1.696 -1.713
C: 0.213 -2.696 2.371
H: 4.752 1.839 -1.247
C: 2.363 -2.580 -5.489
C: 2.247 -2.877 -4.139
H: 2.784 1.562 2.790
H: 1.462 2.356 1.961
F: 2.266 -3.536 -6.390
F: 2.243 -2.162 -1.913
F: -0.683 -0.666 5.205
F: -1.046 -3.200 4.299
F: 2.646 -0.968 -7.164
C: -0.137 -1.045 4.052
Os: 2.261 0.223 -0.668

Calculated values
* E_HOMO (alpha / beta): -13.0 / -13.0 eV
* charge: +2
* expectation value of S²: 0.770
* multiplicity: 2



The following is a DFT calculation (ωB97M-V/def2-TZVPD) of a single C3H7P molecule at a distorted geometry.

Positions of all 11 atoms, in Å:
C: -2.502 -0.242 0.209
H: -2.444 -0.997 1.046
C: -1.490 0.396 -0.388
H: 2.980 0.459 0.704
H: 0.063 -1.031 1.023
P: 0.412 0.271 0.525
C: 2.562 0.132 -0.229
H: 3.058 -0.857 -0.643
H: -1.602 1.229 -1.173
H: 2.593 0.794 -1.087
H: -3.632 -0.153 0.012

Calculated values
* E_HOMO (alpha / beta): -5.8 / -10.1 eV
* expectation value of S²: 2.014
* multiplicity: 3



Computed electronic energy (eV) in order:
-39189.1672, -37945.9846, -166199.4159, -12506.7253